DFT (ωB97M-V/def2-TZVPD) results for a single C7H9Br2NO molecule.

The calculation puts the gap between HOMO and LUMO (alpha / beta) at 6.98 / 6.98 eV. As for the multiplicity: 1. The value obtained for the HOMO energy (alpha / beta) is -7.3211 / -7.3213 eV.

Each line ends with the Mulliken charge.
CARTESIAN COORDINATES (ANGSTROEM)
1 C 1.448 -1.359 0.129  0.15
2 C 0.254 -1.506 0.851  -0.11
3 C -0.796 -0.634 1.171  0.60
4 C 2.105 -0.330 -0.457  -1.09
5 C -0.545 0.780 -0.836  0.04
6 C -0.409 -0.273 -1.848  -1.21
7 C -1.152 1.766 1.250  -1.01
8 N -0.822 0.627 0.426  0.32
9 O -1.683 -0.808 1.988  -0.65
10 Br 0.027 -3.237 1.671  -0.19
11 Br 2.000 1.539 -0.159  -0.11
12 H 1.933 -2.311 -0.071  0.28
13 H 3.032 -0.546 -0.966  0.41
14 H -0.645 1.791 -1.214  0.42
15 H -0.782 -1.230 -1.488  0.36
16 H 0.649 -0.422 -2.102  0.34
17 H -0.925 0.023 -2.760  0.42
18 H -1.893 1.446 1.982  0.35
19 H -0.255 2.095 1.779  0.35
20 H -1.540 2.589 0.652  0.33


DFT (ωB97M-V/def2-TZVPD) results for a single C3H3Br2N molecule.

The calculation puts the gap between HOMO and LUMO at 8.49 eV. As for the multiplicity: 1. The value obtained for the HOMO energy is -8.5796 eV. Its SMILES is Br/C=C/N=C/Br.

Each line ends with the Mulliken charge.
CARTESIAN COORDINATES (ANGSTROEM)
1 Br -3.216 -0.042 -0.154  -0.13
2 C -1.544 -0.775 -0.087  -0.27
3 C -0.505 0.145 -0.169  -0.19
4 N 0.794 -0.304 -0.191  -0.41
5 C 1.752 0.446 0.285  -0.10
6 Br 3.400 -0.094 -0.167  -0.07
7 H -1.358 -1.844 0.144  0.37
8 H -0.883 1.093 -0.408  0.39
9 H 1.559 1.375 0.748  0.42


DFT (ωB97M-V/def2-TZVPD) results for a single C5H6O molecule.

The calculation puts the gap between HOMO and LUMO at 10.51 eV. As for the multiplicity: 1. The value obtained for the HOMO energy is -9.5108 eV. Its SMILES is C#CC1(O)CC1.

Each line ends with the Mulliken charge.
CARTESIAN COORDINATES (ANGSTROEM)
1 C -2.402 0.370 -0.837  -0.13
2 C -1.280 0.383 -0.395  -0.76
3 C 0.045 -0.127 -0.091  1.07
4 O 0.162 -1.418 -0.638  -0.52
5 C 1.333 0.626 -0.140  -0.73
6 C 0.842 0.073 1.171  -0.73
7 H -3.361 0.267 -1.292  0.40
8 H -0.613 -1.898 -0.314  0.35
9 H 2.123 0.097 -0.665  0.25
10 H 1.327 1.703 -0.270  0.26
11 H 1.295 -0.847 1.528  0.26
12 H 0.528 0.769 1.942  0.27


DFT (ωB97M-V/def2-TZVPD) results for a single C4H3FO molecule.

The calculation puts the gap between HOMO and LUMO at 11.10 eV. As for the multiplicity: 1. The value obtained for the HOMO energy is -10.3814 eV. Its SMILES is C#C[C@H](F)C=O.

Each line ends with the Mulliken charge.
CARTESIAN COORDINATES (ANGSTROEM)
1 C 0.358 -1.980 0.641  0.14
2 C 0.442 -0.775 0.360  -0.69
3 C 0.331 0.720 0.171  0.19
4 F 0.079 1.231 1.454  -0.27
5 C -0.703 0.835 -0.899  -0.07
6 O -1.789 1.257 -0.746  -0.41
7 H 0.375 -2.959 0.891  0.48
8 H 1.252 1.159 -0.053  0.24
9 H -0.344 0.512 -1.819  0.40


DFT (ωB97M-V/def2-TZVPD) results for 2 unconnected molecules or ions with the total composition C4H12OS2.

The calculation puts the gap between HOMO and LUMO at 7.22 eV. As for the multiplicity: 1. The value obtained for the HOMO energy is -8.3437 eV. Its SMILES is CCCSSC.O.

Each line ends with the Mulliken charge.
CARTESIAN COORDINATES (ANGSTROEM)
1 C -1.010 0.442 -2.805  -1.02
2 C 0.071 -0.544 -2.575  -0.10
3 C -0.282 -1.441 -1.376  -0.88
4 S -0.628 -0.795 0.378  -0.17
5 S -0.738 0.547 2.028  -0.03
6 C 1.071 0.370 2.489  -0.73
7 H -0.845 1.456 -2.451  0.29
8 H -2.027 0.185 -2.313  0.28
9 H -1.201 0.685 -3.846  0.34
10 H 1.056 0.056 -2.380  0.19
11 H 0.227 -1.266 -3.425  0.30
12 H 0.393 -2.240 -1.142  0.42
13 H -1.255 -1.950 -1.592  0.36
14 H 1.421 1.338 2.636  0.30
15 H 1.561 -0.207 1.769  0.15
16 H 1.063 -0.111 3.424  0.38
17 O 2.277 1.443 -0.356  -0.63
18 H 2.691 0.565 -0.041  0.39
19 H 1.451 0.942 -0.687  0.16


DFT (ωB97M-V/def2-TZVPD) results for a single C7H10 molecule.

The calculation puts the gap between HOMO and LUMO at 9.78 eV. As for the multiplicity: 1. The value obtained for the HOMO energy is -8.6681 eV. Its SMILES is C1=C[C@@H]2CC[C@@H]2C1.

Each line ends with the Mulliken charge.
CARTESIAN COORDINATES (ANGSTROEM)
1 C 1.526 -0.012 0.906  -0.59
2 C 1.195 1.113 0.280  -0.69
3 C -0.061 0.959 -0.533  0.24
4 C -1.374 0.850 0.318  -0.75
5 C -1.518 -0.637 -0.093  -0.76
6 C -0.148 -0.577 -0.794  -0.09
7 C 1.024 -1.146 0.035  -0.77
8 H 2.341 -0.123 1.618  0.39
9 H 1.890 1.925 0.180  0.37
10 H -0.133 1.651 -1.375  0.47
11 H -2.205 1.495 0.015  0.30
12 H -1.193 0.990 1.388  0.30
13 H -1.574 -1.364 0.725  0.28
14 H -2.356 -0.824 -0.773  0.25
15 H -0.139 -0.909 -1.839  0.40
16 H 0.809 -2.068 0.567  0.42
17 H 1.871 -1.333 -0.645  0.24


DFT (ωB97M-V/def2-TZVPD) results for 2 unconnected molecules or ions with the total composition Br3HOSi.

The calculation puts the gap between HOMO and LUMO at 8.58 eV. As for the multiplicity: 1. The value obtained for the HOMO energy is -10.1248 eV.

Each line ends with the Mulliken charge.
CARTESIAN COORDINATES (ANGSTROEM)
1 O -0.423 0.494 -0.435  -0.69
2 Si -1.296 2.143 1.268  0.76
3 Br -1.511 3.947 -0.001  -0.12
4 Br 0.398 2.657 2.605  -0.12
5 Br -3.069 1.117 2.170  -0.10
6 H -0.354 -0.283 0.230  0.27


We obtain ΔE to the lowest compared entry with this formula, charge and spin values of 45.3 31.6 64.7 49.2 74.5 42.0 88.4 kcal/mol for the records listed above, in that order.